30
Properties=species:S:1:pos:R:3:lowdin_charge:R:1 method="wB97M-V/def2-TZVPD" orbital_gap_ev=10.16 relative_energy_kcal_mol=51.04 smiles="CCOC(=O)C(F)(F)F.C#C[C@@H](CN)OC" homo_energy_ev=-9.4 e_lumo_ev=0.8
C -2.964 -0.098 2.473 0.13
C -1.952 0.544 2.527 -0.08
C -0.708 1.351 2.553 -0.36
C -0.881 2.545 1.588 -0.21
N -0.418 2.187 0.225 0.02
O -0.329 1.682 3.870 -0.14
C -1.104 2.711 4.464 -0.10
H -3.926 -0.539 2.363 0.03
H 0.111 0.745 2.159 0.14
H -1.940 2.799 1.532 0.11
H -0.321 3.419 1.915 0.11
H -1.162 2.356 -0.440 0.07
H -0.254 1.190 0.175 0.02
H -1.031 2.607 5.546 0.09
H -2.159 2.650 4.191 0.09
H -0.683 3.687 4.211 0.08
C 2.193 -1.860 -4.717 -0.06
C 2.264 -2.912 -3.631 -0.19
O 1.922 -2.360 -2.345 0.03
C 0.627 -2.232 -2.093 -0.40
O -0.279 -2.533 -2.811 0.17
C 0.434 -1.658 -0.681 -0.54
F 1.245 -0.612 -0.466 0.16
F 0.704 -2.592 0.238 0.17
F -0.821 -1.251 -0.505 0.17
H 2.824 -1.008 -4.463 0.08
H 2.532 -2.278 -5.664 0.08
H 1.175 -1.496 -4.846 0.08
H 3.281 -3.282 -3.520 0.13
H 1.618 -3.762 -3.848 0.13